Computed, not measured: a cluster of 2 separate species, C2H11N2 in total, with ωB97M-V/def2-TZVPD.

Positions of all 15 atoms, in Å:
N (1.71791, -0.18622, 1.15707)
H (2.30356, 0.27686, 0.44947)
H (0.42965, 0.36793, 0.69439)
H (1.61095, 0.00251, 2.17127)
H (1.74332, -1.19057, 0.97761)
C (-1.11606, -1.07658, 0.05859)
N (-0.55905, 0.38817, 0.03904)
C (-0.33830, 1.04094, -1.31596)
H (-1.87375, -1.27036, -0.71103)
H (-1.54306, -1.19685, 1.09552)
H (-0.19847, -1.66224, -0.26144)
H (-1.25710, 0.90915, 0.55578)
H (-1.26297, 0.90251, -1.99153)
H (-0.16197, 2.12735, -1.09146)
H (0.50535, 0.56740, -1.82733)

Output
F_max (eV/A): 2.0
Total charge: +1
Energy relative to the best compared isomer or geometry (same formula, charge and spin) (eV): 1.326
Calculated total energy (eV): -5225.6191

How is the electron density shared among the atoms? According to Löwdin, the charges in e are: 0.07, 0.10, 0.08, 0.11, 0.07, -0.01, -0.15, -0.03, 0.09, 0.11, 0.10, 0.13, 0.12, 0.11, 0.09